[1]
C10H14BN7O3Sr as an isolated structure in a non-equilibrium geometry, computed with the ωB97M-V functional and the def2-TZVPD basis.

Total charge: 0
Relative energy (zero: lowest compared OMol25 entry of this formula, charge and spin): 5.0706 eV
F_max: 3.054 eV/A
Gap between HOMO and LUMO (spin up / spin down): 4.796 / 3.182 eV
LUMO energy (spin up / spin down): -0.06130 / -0.05569 Ha

```
36
C10H14BN7O3Sr | the OMol25 dataset | the ωB97M-V functional and the def2-TZVPD basis
N -1.3684 -0.1710 -0.4737
C 2.3525 -1.9843 -0.3429
H -2.2939 -0.1807 -3.6020
N -0.0800 0.3685 4.7708
B 0.3236 0.4515 -2.2394
C 1.9797 -1.5649 -2.4946
H 0.3371 0.5291 -3.4317
H -2.5263 -2.1234 2.6502
N 0.6950 1.7745 -1.5567
N -1.1272 -0.0009 -1.8259
C -3.2681 -0.6104 -1.5924
C -2.6351 -0.5189 -0.3228
C -1.5442 -2.2663 3.0925
H -1.6953 -0.6402 4.0980
C 0.9187 2.9854 -2.1125
H 1.3856 4.9566 -1.1841
N 1.2940 -0.6711 -1.7466
C 2.6699 -2.4097 -1.6400
H 0.8876 3.1393 -3.1849
H -4.2889 -0.9006 -1.7663
C 1.1442 3.1487 0.0983
H 1.9897 -1.5021 -3.5858
H -1.5740 -2.6138 4.1249
H -3.0630 -0.7420 0.6431
H -0.6914 -2.6870 2.4988
C 1.1973 3.9030 -1.0909
N 0.9134 1.8421 -0.1839
O -1.2260 0.2842 3.9929
O -0.1654 0.1431 5.9556
O 0.9462 0.6778 4.1151
H 3.2964 -3.2473 -1.9347
H 1.2114 3.4585 1.1219
N 1.5853 -0.8682 -0.3953
H 2.5834 -2.4577 0.6046
Sr 2.0993 0.7643 1.4681
C -2.2630 -0.2661 -2.5276
```

***

[2]
One molecule with the formula C11H14N2 in a non-equilibrium geometry, computed with the ωB97M-V functional and the def2-TZVPD basis.

Total charge: 0
Relative energy (zero: lowest compared OMol25 entry of this formula, charge and spin): 5.0328 eV
F_max: 6.779 eV/A
Gap between HOMO and LUMO: 9.557 eV
LUMO energy: 0.03080 Ha

```
27
C11H14N2 | the OMol25 dataset | the ωB97M-V functional and the def2-TZVPD basis
H 1.7527 2.1300 -0.2688
C 1.8078 1.1863 3.1273
H -0.8594 0.7465 -3.0435
N -2.0863 -1.5387 -1.1047
H 1.4320 -0.4050 -2.4350
H -3.3583 -0.1050 -3.7136
C -0.6007 -0.3216 1.1954
H 1.4168 2.0714 3.7578
N -1.0658 -0.7512 -1.4885
H -0.8521 1.6973 1.3809
H -0.3416 -2.4733 0.5349
C -1.4404 -0.0686 -2.5681
H 1.1689 -1.7870 1.0219
C 0.1753 -1.4921 0.5215
C -3.1304 -1.2405 -1.9159
H 1.7480 0.3648 3.7449
H 2.3659 -1.2445 -1.0584
C 1.2050 1.1763 1.7277
H -1.6870 -0.6110 1.0275
H -4.1509 -1.5104 -1.5672
C 1.4126 -0.8493 -1.4954
C 0.2250 -0.9424 -0.9000
C -2.7155 -0.2941 -2.8728
C -0.1171 0.8826 1.3537
H 2.8448 2.1501 1.2680
H 2.8673 1.3259 2.9997
C 1.9835 1.9034 0.7707
```

***

[3]
C31H44Br3Cl12FIN5O4 as an isolated structure in a non-equilibrium geometry, computed with the ωB97M-V functional and the def2-TZVPD basis.

Total charge: 0
F_max: 7.950 eV/A
Gap between HOMO and LUMO: 7.176 eV
LUMO energy: -0.04720 Ha

```
101
C31H44Br3Cl12FIN5O4 | the OMol25 dataset | the ωB97M-V functional and the def2-TZVPD basis
Br 1.2617 -3.1294 -4.5039
I -2.7216 -0.8797 0.4393
C 4.8204 -1.4115 2.3475
H 2.6444 -4.1456 0.1855
H 4.0646 -2.4392 -0.9647
C -5.1896 1.9672 0.3898
H -6.9747 0.6403 0.7452
C 3.0071 -3.3078 0.8694
H 0.3737 0.3203 -1.5529
H 5.4501 -0.6045 2.8302
H 0.2310 -5.5699 -1.6338
H -6.5668 0.5707 3.2980
C 1.1105 4.1016 -5.2861
N -0.6727 2.2312 -2.3782
C -4.6709 1.8443 3.2637
C 4.2323 -2.6464 0.1387
C -0.5466 7.2943 -1.0621
O -1.1182 -0.8030 -3.2146
C -0.0472 -4.9374 2.2509
N -0.9899 -1.0169 -0.7838
Cl 1.1260 6.7350 -0.9155
C 4.8018 -1.3178 0.7777
Cl -2.9805 -8.1230 -0.4127
H 0.9891 -4.6170 2.5250
H -0.0918 -5.7957 1.5317
Cl 3.8806 6.2779 -1.0728
H 5.2781 -2.3877 2.6709
H -3.4067 3.2642 0.2652
Br -0.7868 -2.3688 3.1604
H 3.8037 -1.3465 2.8276
C -4.6504 -7.5654 -0.5791
H 1.2776 2.4717 -0.5779
O -2.8945 -1.5633 -2.2559
H 4.2142 -0.4612 0.3565
H -4.5531 1.7247 4.3703
O 3.3446 1.4802 1.8375
Cl 0.8270 2.4206 -5.7530
N -2.5737 3.2790 3.0437
C 1.6780 1.5897 0.0128
C 2.6469 2.0913 1.1000
H 0.2509 -4.1992 -0.0254
H 2.2533 0.9832 -0.7450
C -3.7197 2.6287 2.4264
H 0.0883 1.3191 2.6812
C -0.9293 -3.6884 1.7311
C 0.8365 -2.5483 -1.7419
C 0.3278 -3.5857 -2.7682
Br -2.1391 -4.2953 -0.7334
C -0.4273 0.3877 -0.7466
H -1.4697 1.3760 1.8054
H -5.0448 -7.3697 0.4133
C 0.3747 0.7970 0.5569
C -0.3816 1.6016 1.6877
C -0.2852 3.1992 1.6524
H -5.3659 2.0150 -0.7196
C 1.2382 -1.5462 0.4254
H 3.4214 -3.8577 1.7686
Cl 5.9803 6.1106 0.9315
H -2.0831 2.5368 3.5594
H 1.8053 -5.3055 -2.4972
H -0.7528 -3.5501 -3.0728
H 0.4755 3.5865 2.3888
H -0.0453 3.6352 0.6505
Cl -1.5414 6.0511 -1.8263
H -0.9365 7.4788 -0.0652
H -1.9765 -4.0950 1.8495
H 2.0377 -1.1267 -0.2777
H -2.3800 1.2362 -1.6615
F 2.7105 3.5070 1.2417
H -0.6077 1.6390 -3.2076
Cl 2.0904 4.1868 -3.8157
Cl -0.6217 8.8043 -1.9776
C -6.1094 1.1773 1.2113
C -1.6535 -1.1722 -2.1615
H 1.0581 -1.5849 -2.2968
H 1.5430 -0.1947 2.0114
O -1.9951 4.9069 1.5355
C 0.7036 -5.1010 -2.5363
Cl 3.7561 7.9424 1.3088
C 4.2555 6.3787 0.6533
Cl -5.6485 -8.8110 -1.3375
C -0.5611 -3.4448 0.2141
H 3.7017 5.5995 1.1679
H -1.6009 2.3475 -0.5359
H -0.5412 -5.2388 3.2244
H 1.6563 4.5934 -6.0854
N 1.8776 -2.5084 1.2818
Cl -4.7160 -6.0638 -1.5086
C -0.0280 -2.1143 -0.4370
N 0.8904 -0.3888 1.2573
C -1.3708 1.5132 -1.2605
C -1.6698 3.8710 2.0752
H -1.1169 3.1296 -2.5619
H 5.0773 -3.4036 0.1574
H 5.8733 -1.1471 0.4544
H 0.2951 -5.6646 -3.4285
C -4.0320 2.6814 0.9842
H 1.8754 -2.8934 -1.4517
Cl -0.4267 4.9383 -5.0545
C -5.8347 1.1492 2.6725
H 1.9305 -2.2757 2.2679
```

***

[4]
A 2-piece molecular cluster, C27H52BBrINO6S overall in a non-equilibrium geometry, computed with the ωB97M-V functional and the def2-TZVPD basis.

Total charge: 0
F_max: 1.467 eV/A
Gap between HOMO and LUMO: 8.429 eV
LUMO energy: 0.01042 Ha

```
90
C27H52BBrINO6S | the OMol25 dataset | the ωB97M-V functional and the def2-TZVPD basis
H 1.8833 -4.9920 -2.5804
H -1.6141 -2.5611 2.5887
H -2.5018 -3.0654 0.1490
C -1.1098 -4.1526 -1.1375
C 0.9886 -3.0213 -3.2133
C 1.2528 -4.5354 -3.3322
H 2.9436 8.4336 -1.3219
H -0.0029 -2.8585 -3.6261
C 2.3055 0.0232 1.3330
H 2.0256 2.0068 2.9541
H 1.4098 -1.5176 5.3127
H -6.2121 -3.0344 2.6197
O 2.9862 -5.0415 -0.0894
H -0.7307 6.2463 -2.9643
H -0.6293 4.7983 -0.9318
H 1.0177 8.3104 0.1632
C 1.6542 -2.4158 3.2738
S 2.9537 -3.7018 -0.5982
B -0.2447 -1.8517 1.4298
C 1.1969 -3.0235 -0.5420
H 0.0844 -4.5180 0.6363
H 0.3133 -5.0867 -3.3538
H -2.0037 -0.5946 1.1596
C -0.9711 -0.4469 1.4848
H -1.2324 -5.0786 -1.7031
H 1.0720 6.5831 0.2068
H 0.1750 3.4396 2.9653
H 1.0234 6.2692 -3.0510
H -0.3440 9.3921 -1.3878
H -6.6617 -5.0241 0.4137
H -7.7687 -3.8640 2.4626
H 1.1392 4.7664 -1.0526
H 1.7249 -4.7314 -4.2935
H -1.1325 8.4892 -2.6470
C -6.1265 -4.7264 1.3218
O 3.5629 -3.5013 -1.8697
C 1.3833 -1.9548 4.3439
H 3.0277 1.8030 0.3362
H 3.3793 -0.1359 1.3765
H -1.0161 -0.1579 2.5413
H 2.4866 3.3112 1.8476
H -1.1830 -3.3611 -1.8767
C 1.1224 -2.2488 -1.8679
H 0.3255 3.8529 1.2237
O 1.7791 -0.8796 0.3721
O -0.8841 -2.8829 2.0508
H 0.7599 -5.0802 -0.8315
C 1.1909 7.4353 -0.4680
I -0.3818 -0.6754 -1.9829
H -4.0491 -5.9035 2.0745
H 2.8165 6.7263 -1.7598
H -1.6945 -5.2078 1.4520
H -7.1353 -2.8350 1.1390
C 1.9710 -2.8962 1.9224
C -2.5288 -5.1710 0.7543
H -3.2131 -4.1705 -0.9747
H 1.7174 9.5787 -2.6920
H 1.1671 8.3706 -3.8615
H -2.6528 -6.1299 0.2496
H -3.5052 -4.2871 2.4812
H -0.5069 0.3152 0.8747
H 1.8478 -0.0340 2.3178
C 0.2141 4.8965 -1.6170
O 3.8658 -2.8047 0.4027
C 2.6438 7.4504 -0.9626
H 1.6456 -2.5179 -3.9210
H 3.8036 -4.0389 2.0463
C -3.7681 -4.9408 1.6378
C 0.1742 6.2274 -2.3509
H 3.3137 7.1938 -0.1392
C -6.8807 -3.5435 1.9230
H 2.0191 -1.6484 -1.9322
O -4.8258 -4.3386 0.9203
C 1.8120 2.4667 1.9905
H -6.1363 -5.5964 1.9793
C 0.8392 9.1463 -3.1693
C -0.1702 8.6192 -2.1415
H 0.3765 9.9379 -3.7624
H 1.5960 -3.9211 1.9105
H -0.3707 2.3256 1.7344
C 1.2204 -2.1137 0.7846
H 0.1594 4.0767 -2.3351
C 2.1157 1.4774 0.8357
N 0.1310 7.3719 -1.4599
C 0.2460 -4.2283 -0.3968
C 3.5197 -3.0349 1.7515
Br 4.6495 -1.9472 2.9079
C -2.3832 -4.0600 -0.2763
H 1.3326 1.5120 0.0775
C 0.3968 3.0631 1.9671
```